[1]
{"formula": "C22H56BN3NbO5S2", "method": "ωB97M-V/def2-TZVPD", "species": ["Nb", "S", "S", "O", "O", "O", "O", "O", "N", "N", "N", "C", "C", "C", "C", "C", "C", "C", "C", "C", "C", "C", "C", "C", "C", "C", "C", "C", "C", "C", "C", "C", "C", "B", "H", "H", "H", "H", "H", "H", "H", "H", "H", "H", "H", "H", "H", "H", "H", "H", "H", "H", "H", "H", "H", "H", "H", "H", "H", "H", "H", "H", "H", "H", "H", "H", "H", "H", "H", "H", "H", "H", "H", "H", "H", "H", "H", "H", "H", "H", "H", "H", "H", "H", "H", "H", "H", "H", "H", "H"], "xyz": [[2.437, -1.341, -1.062], [-4.497, 0.896, 1.851], [-2.448, -1.122, 2.684], [3.759, -3.668, -3.161], [-4.699, -7.936, 0.403], [-3.529, -5.258, 0.110], [5.216, 5.875, 0.679], [4.625, 8.755, 0.587], [-3.212, -0.721, 0.164], [5.136, -1.668, -2.971], [2.999, 0.636, -1.206], [-4.394, -0.750, -0.723], [-3.670, 1.572, -1.636], [6.325, 6.119, 1.516], [0.713, -1.579, -2.512], [-0.366, -2.390, -1.769], [-3.748, -7.367, 1.288], [-0.773, -0.206, 4.653], [-3.418, -0.300, 1.442], [-1.709, -1.641, -1.605], [-4.646, -4.844, -0.647], [0.509, 0.609, 4.484], [4.007, 6.461, 1.121], [3.677, 7.726, 0.359], [4.380, 2.481, -0.260], [-4.587, 2.764, -1.875], [-4.358, 0.221, -1.914], [3.208, 1.528, -0.057], [-2.222, -1.764, -0.172], [-4.167, -8.267, -0.864], [5.583, 8.885, -0.444], [-3.851, -5.858, 1.350], [-1.873, 0.276, 3.691], [3.926, -2.423, -2.545], [0.955, -2.037, -3.473], [5.277, 1.921, -0.548], [-3.935, -7.777, 2.285], [1.221, 0.413, 5.289], [-0.525, -3.339, -2.286], [-5.266, -0.556, -0.101], [-0.024, -2.676, -0.763], [4.166, 3.206, -1.051], [-3.511, -9.144, -0.801], [3.206, 5.733, 0.958], [-0.543, -1.257, 4.459], [5.407, -1.035, -2.225], [5.138, 9.318, -1.347], [5.028, -1.112, -3.813], [3.369, 0.959, 0.866], [3.813, 0.735, -1.812], [-4.827, 2.892, -2.936], [-4.138, 3.698, -1.528], [-1.363, -1.644, 0.479], [4.054, 6.677, 2.195], [0.378, -0.553, -2.721], [2.295, 2.121, 0.090], [6.032, 7.922, -0.702], [4.611, 3.043, 0.648], [6.359, 9.557, -0.078], [-5.398, 0.389, -2.215], [6.428, 7.182, 1.754], [7.210, 5.782, 0.978], [-4.272, -4.577, -1.635], [4.068, -1.833, -0.325], [1.000, 0.359, 3.539], [-2.441, -2.046, -2.314], [-2.652, -2.760, 0.000], [3.612, 7.498, -0.711], [0.293, 1.681, 4.488], [-4.859, -5.567, 1.667], [-3.311, 1.594, -0.606], [-3.868, -0.270, -2.757], [-1.131, -0.149, 5.684], [-1.478, 1.023, 3.002], [-5.009, -8.504, -1.513], [1.822, -1.265, 0.708], [-5.115, -3.964, -0.192], [-3.600, -7.438, -1.295], [-5.394, -5.637, -0.739], [2.215, -3.124, -0.642], [-2.733, -7.649, 0.989], [6.248, 5.554, 2.452], [4.369, -4.321, -2.813], [2.701, 8.094, 0.687], [-3.141, -5.486, 2.094], [-1.577, -0.579, -1.836], [-2.725, 0.713, 4.209], [-2.787, 1.666, -2.276], [-5.528, 2.647, -1.329], [-4.462, -1.776, -1.098]], "atomic_forces_ev_per_a": [[-0.629, 0.482, -0.288], [0.011, -0.046, 0.037], [0.215, 0.173, -0.183], [-0.345, 0.089, 0.027], [-0.035, 0.029, -0.003], [0.051, -0.070, -0.071], [0.046, 0.047, -0.108], [0.021, -0.010, 0.043], [-0.818, -0.876, 0.555], [0.027, 0.303, 0.546], [0.572, -0.185, 0.736], [0.132, 0.267, -0.124], [-0.043, -0.018, -0.040], [-0.007, 0.008, 0.039], [0.690, -0.440, -0.498], [-0.061, 0.250, 0.136], [0.067, -0.018, -0.004], [0.070, -0.027, -0.062], [0.377, 0.127, -0.365], [-0.053, -0.200, 0.002], [0.052, 0.046, 0.081], [0.040, 0.002, 0.036], [-0.028, -0.048, 0.079], [-0.019, -0.006, -0.063], [-0.013, 0.066, -0.022], [-0.138, 0.200, 0.062], [0.131, -0.002, -0.021], [-0.106, 0.278, -0.130], [0.172, 0.162, -0.172], [0.009, 0.009, -0.017], [0.018, -0.012, -0.011], [-0.046, 0.052, 0.049], [-0.188, 0.038, 0.077], [-0.458, -0.113, 0.639], [-0.145, 0.060, -0.002], [-0.035, 0.018, 0.064], [-0.001, 0.001, 0.005], [-0.033, -0.049, -0.033], [0.036, -0.006, 0.083], [0.049, 0.074, -0.040], [0.027, 0.009, -0.050], [0.032, -0.070, 0.004], [0.005, 0.008, 0.021], [0.000, -0.004, 0.009], [-0.011, 0.038, 0.069], [-0.072, 0.098, -0.161], [-0.019, -0.012, 0.006], [0.105, -0.343, -0.191], [-0.045, -0.007, -0.079], [-0.224, 0.018, -0.235], [-0.003, -0.085, 0.056], [0.058, -0.064, -0.047], [-0.020, 0.022, 0.153], [0.001, -0.001, -0.016], [0.030, -0.023, 0.094], [0.069, -0.042, 0.113], [0.015, 0.010, 0.016], [-0.021, -0.012, -0.045], [-0.003, 0.007, -0.017], [0.050, 0.000, -0.013], [0.016, -0.003, -0.016], [0.004, -0.007, 0.017], [-0.049, 0.027, -0.007], [-0.253, -0.071, -0.534], [-0.069, 0.071, 0.020], [0.007, 0.167, -0.001], [0.067, 0.063, 0.065], [-0.009, 0.014, 0.016], [0.016, -0.058, 0.006], [0.015, -0.003, -0.006], [-0.039, 0.019, -0.059], [-0.037, 0.026, 0.033], [-0.011, 0.018, -0.063], [-0.042, -0.057, -0.004], [0.011, -0.014, -0.005], [0.317, -0.348, -0.159], [-0.051, -0.014, -0.025], [-0.020, 0.004, -0.011], [0.017, -0.006, -0.024], [0.233, 0.055, 0.110], [-0.016, -0.007, 0.014], [-0.024, 0.008, 0.001], [0.261, -0.005, -0.172], [-0.005, -0.003, 0.002], [-0.004, 0.007, 0.003], [0.029, -0.067, 0.021], [0.059, -0.009, -0.004], [-0.001, -0.010, 0.069], [0.065, -0.039, -0.015], [-0.046, 0.042, 0.002]], "charge": -1, "lumo_energy_ev": 2.362, "total_energy_ha": -2290.32071, "multiplicity": 1}

=====

[2]
{"formula": "C27H26F4LaN6OS2", "method": "ωB97M-V/def2-TZVPD", "species": ["La", "S", "S", "F", "F", "F", "F", "O", "N", "N", "N", "N", "N", "N", "C", "C", "C", "C", "C", "C", "C", "C", "C", "C", "C", "C", "C", "C", "C", "C", "C", "C", "C", "C", "C", "C", "C", "C", "C", "C", "C", "H", "H", "H", "H", "H", "H", "H", "H", "H", "H", "H", "H", "H", "H", "H", "H", "H", "H", "H", "H", "H", "H", "H", "H", "H", "H"], "xyz": [[1.877, 3.819, 17.342], [3.676, 2.190, 12.780], [-1.521, 5.569, 13.987], [2.615, 6.085, 15.967], [1.814, 7.458, 13.851], [-1.267, 7.515, 18.291], [-1.916, 9.106, 16.214], [3.540, 2.435, 18.209], [0.083, 4.171, 15.295], [1.204, 5.962, 18.240], [1.230, 1.354, 17.152], [1.090, 3.707, 19.941], [2.756, 3.187, 14.896], [1.221, -0.857, 17.258], [-0.379, 7.644, 17.269], [1.155, 7.636, 14.983], [1.577, 5.011, 20.424], [0.812, 6.878, 17.298], [4.609, 1.617, 15.295], [0.139, -0.482, 16.488], [3.500, -1.046, 19.025], [1.507, 6.923, 16.093], [1.856, 0.288, 17.635], [5.270, 1.126, 19.128], [-0.092, 5.056, 13.230], [0.669, 4.343, 14.079], [5.612, -0.113, 19.598], [-0.785, 8.365, 16.159], [1.806, 2.700, 20.734], [-1.927, 4.653, 16.670], [4.709, -1.167, 19.621], [3.705, 2.413, 14.445], [0.953, 6.226, 19.673], [0.130, 0.850, 16.462], [1.917, 3.584, 13.836], [-0.325, 3.592, 20.105], [0.002, 8.421, 15.006], [2.269, 3.130, 12.614], [-1.107, 4.743, 15.396], [3.969, 1.313, 18.618], [3.136, 0.178, 18.443], [-0.595, 1.405, 15.936], [4.649, 2.030, 16.327], [1.379, 7.195, 20.006], [-0.608, 2.570, 19.872], [-0.622, 3.855, 21.079], [-1.774, 3.664, 17.171], [6.601, -0.010, 19.995], [2.649, 5.078, 20.168], [-0.593, -1.203, 16.142], [4.938, -2.145, 20.089], [-0.908, 4.187, 19.407], [4.313, 0.574, 15.334], [1.700, 3.127, 11.690], [-2.971, 4.803, 16.458], [-0.248, 8.923, 14.074], [0.216, 5.547, 12.269], [2.888, -1.897, 19.110], [1.631, 2.824, 21.807], [1.402, 1.722, 20.417], [1.566, -1.788, 17.492], [5.650, 1.688, 14.876], [1.365, 5.138, 21.471], [-1.580, 5.483, 17.252], [5.942, 1.991, 19.144], [2.891, 2.754, 20.575], [-0.140, 6.322, 19.880]], "atomic_forces_ev_per_a": [[0.732, -0.401, -0.025], [0.406, -0.481, -1.069], [-0.629, 0.042, -0.265], [-0.436, 0.124, 0.183], [0.572, 0.205, -0.482], [0.344, 0.236, -0.105], [0.506, -0.696, 0.034], [-0.622, 2.973, -0.742], [-0.571, -0.279, 1.333], [-0.170, 0.688, 0.589], [-0.663, -0.467, 0.080], [1.479, 0.882, -0.077], [-1.051, 0.521, -0.896], [0.325, 0.472, 0.079], [-0.317, -0.265, 0.230], [-1.471, 0.291, 0.459], [-0.209, 1.720, -1.567], [-0.702, -0.159, 0.085], [1.892, 0.859, 0.548], [-0.458, -1.719, 0.446], [0.111, 1.408, -0.389], [1.157, -0.478, -0.176], [1.615, -0.703, 1.047], [-1.149, 0.452, -0.457], [0.600, 1.739, -2.014], [0.494, -0.920, 0.531], [0.541, 1.310, 0.286], [0.487, 1.103, -0.466], [-0.323, -0.833, -0.216], [0.722, -0.628, -0.973], [1.417, -1.521, 0.919], [-0.503, -0.150, 0.490], [-0.873, -0.590, -0.437], [0.590, 0.051, 0.014], [-0.165, 0.567, 0.247], [-0.643, -0.814, -1.309], [0.299, -0.458, -0.173], [-0.021, -0.382, 0.006], [0.679, -0.857, 0.551], [0.128, -2.070, -0.268], [-1.263, 0.102, -0.386], [-0.413, 0.975, -0.304], [-0.129, -0.327, -0.779], [0.164, -0.610, -0.071], [-0.119, -0.318, 0.281], [-0.595, 0.213, 1.542], [-0.084, 0.916, -0.405], [0.511, -1.394, 0.499], [-0.153, -0.206, 0.649], [0.298, 0.191, -0.090], [0.135, 0.868, -0.286], [0.250, 0.460, -0.130], [-0.085, -0.146, -0.024], [0.224, 0.344, 0.193], [-0.449, -0.034, 0.005], [-0.300, 0.137, 0.484], [-0.436, -0.946, 0.994], [-1.082, -0.833, -0.281], [-0.200, 0.044, 0.058], [0.533, 0.193, 0.269], [-0.396, 0.534, -0.304], [-0.857, -0.312, 0.403], [0.267, -0.135, 0.754], [-0.006, 0.208, 0.886], [-0.197, -0.431, 0.092], [-0.447, -0.038, -0.153], [0.708, -0.230, 0.056]], "relative_energy_kcal_mol": 18.25, "charge": 1, "lumo_energy_ev": -2.365, "total_energy_ha": -2675.61746, "multiplicity": 1}

=====

[3]
{"formula": "CH2FPSi", "method": "ωB97M-V/def2-TZVPD", "species": ["P", "Si", "F", "C", "H", "H"], "xyz": [[1.739, 0.548, -2.397], [0.652, 0.285, -0.458], [0.907, 3.167, -1.636], [0.906, 1.794, -1.470], [-1.074, -0.641, -1.102], [0.897, 0.051, 0.884]], "atomic_forces_ev_per_a": [[-0.874, 1.825, 1.667], [-3.721, -0.503, -4.282], [-0.412, -2.152, 0.318], [1.860, -0.262, -1.037], [2.524, 1.384, 1.489], [0.622, -0.292, 1.845]], "relative_energy_kcal_mol": 46.13, "lumo_energy_ev": -0.506, "total_energy_ha": -769.85955, "multiplicity": 1}